Entry 1:
31
Properties=species:S:1:pos:R:3:mulliken_charge:R:1 method="wB97M-V/def2-TZVPD" e_tot_ha=-1070.65203 smiles="O=[N+]([O-])c1cc([N+](=O)[O-])c2nnnn2c1.C[C@@H](O)CN" mol_weight_g_mol=285.2 charge=0 spin_multiplicity=1
O 2.4499 -2.8868 2.3006 -0.541
N 1.2152 -2.8389 2.1686 0.918
O 0.4918 -3.8599 2.0392 -0.600
C 0.5262 -1.5724 2.1282 -0.421
C -0.8386 -1.5015 1.8098 -0.132
C -1.4817 -0.2534 1.6920 -0.373
N -2.9102 -0.2122 1.5397 1.064
O -3.5736 -1.2665 1.5935 -0.594
O -3.4509 0.9241 1.4073 -0.698
C -0.7873 0.9683 1.8265 0.198
N 0.5550 0.8398 2.1323 0.703
N 1.3740 1.8814 2.4717 -0.614
N 2.4920 1.3518 2.9021 -0.515
N 2.4644 -0.0046 2.8603 -0.285
C 1.2539 -0.3421 2.3581 0.585
H -1.4296 -2.4139 1.7258 0.583
H -1.2579 1.8968 2.1612 0.499
C -0.0011 2.3539 -3.5372 -1.455
C -0.6420 2.9090 -2.2779 0.518
O -1.9380 3.3789 -2.6738 -0.534
C -0.7103 1.8266 -1.1820 -0.865
N -1.2366 2.1185 0.1391 -0.469
H 1.0025 1.9658 -3.3167 0.387
H -0.6097 1.5342 -3.9551 0.368
H 0.0974 3.1301 -4.3102 0.353
H -0.0516 3.7553 -1.9005 0.275
H -2.4185 3.7079 -1.8994 0.319
H -1.3057 0.9913 -1.5584 0.306
H 0.3060 1.4540 -1.0384 0.292
H -2.2553 1.9385 0.2613 0.411
H -1.0321 3.0619 0.4566 0.314

***

Entry 2:
31
Properties=species:S:1:pos:R:3:mulliken_charge:R:1 method="wB97M-V/def2-TZVPD" e_tot_ha=-1070.64263 mol_weight_g_mol=285.2 charge=0 spin_multiplicity=1
O -3.1900 1.8472 2.4372 -0.548
N -1.9563 2.0140 2.4789 0.898
O -1.4364 3.1329 2.7259 -0.602
C -1.0435 0.8661 2.2311 -0.371
C 0.3440 1.0949 2.1867 0.082
C 1.2162 0.0424 1.8822 -0.849
N 2.6434 0.2802 1.9575 1.026
O 3.0736 1.3883 2.3475 -0.626
O 3.4215 -0.6707 1.5944 -0.737
C 0.8718 -1.3396 1.4313 -0.066
N -0.6043 -1.4470 1.6832 0.748
N -1.2602 -2.6331 1.6731 -0.653
N -2.4996 -2.3666 2.0287 -0.523
N -2.6799 -1.0577 2.3009 -0.287
C -1.4769 -0.4758 2.1045 0.591
H 0.7315 2.1055 2.3335 0.568
H 1.3057 -2.0716 2.1487 0.342
C 0.8740 -1.4651 -3.8190 -1.585
C 1.4304 -2.1302 -2.5903 0.535
O 2.8492 -2.2493 -2.8516 -0.523
C 1.0661 -1.2328 -1.3792 -0.737
N 1.4556 -1.7910 -0.0085 -0.141
H -0.1928 -1.2690 -3.7457 0.418
H 1.3569 -0.5027 -3.9848 0.393
H 1.0209 -2.0319 -4.7398 0.364
H 0.9816 -3.1328 -2.5077 0.317
H 3.2413 -2.8185 -2.1739 0.327
H 1.6024 -0.2667 -1.4949 0.285
H -0.0301 -1.0821 -1.3680 0.362
H 2.4964 -1.5494 0.1287 0.519
H 1.3957 -2.8422 -0.0037 0.472

***

Entry 3:
21
Properties=species:S:1:pos:R:3:mulliken_spin:R:1 method="wB97M-V/def2-TZVPD" e_tot_ha=-441.36935 mol_weight_g_mol=137.2 charge=-1 spin_multiplicity=2
N -11.8045 16.6053 12.5085 0.284
C -10.5354 17.0422 12.5037 0.050
C -10.0214 17.7447 13.6213 0.026
C -10.8954 18.2163 14.6023 0.444
C -12.1806 17.6934 14.5707 0.039
C -12.6241 16.9295 13.5052 0.107
H -9.8288 16.7439 11.7434 0.031
H -9.0188 18.1159 13.7744 -0.015
H -10.5735 18.7264 15.4981 -0.006
H -12.9390 17.9019 15.3108 0.006
H -13.4788 16.2796 13.6214 0.020
C -11.5780 22.6756 11.5167 0.002
C -12.3571 21.4196 11.7319 0.018
O -13.4585 21.5322 12.2592 0.005
C -11.6753 20.0917 11.2685 0.033
H -11.1024 22.9805 12.4489 -0.002
H -12.2296 23.5131 11.2675 -0.001
H -10.8032 22.5615 10.7586 -0.001
H -12.0297 19.3191 11.9508 -0.026
H -10.5861 20.0733 11.2300 -0.008
H -12.0439 19.8659 10.2678 -0.007

***

Entry 4:
21
Properties=species:S:1:pos:R:3:mulliken_charge:R:1 method="wB97M-V/def2-TZVPD" e_tot_ha=-441.31004 smiles=COc1cccc(CN)c1 mol_weight_g_mol=137.2 charge=0 spin_multiplicity=1
C 0.0474 1.4404 3.1918 -0.833
C 0.1414 0.7247 1.0162 0.679
C 0.9096 -0.3297 1.3152 -0.201
C 1.1131 -1.4318 0.4177 -0.837
C 0.9344 -1.1464 -0.9746 -0.501
C 0.1722 -0.0459 -1.2753 0.597
C -0.4143 -0.2247 -2.8506 -0.866
C -0.2596 0.8056 -0.3333 -0.459
H -0.3235 0.3018 3.5222 0.342
H 1.1302 1.7200 3.5114 0.298
H -0.6935 1.9851 3.9032 0.244
H 1.0794 -0.3949 2.4590 0.331
H 1.6058 -2.3052 0.7445 0.393
H 1.1754 -1.9401 -1.7454 0.264
H -0.4195 0.9228 -3.2728 0.308
H 0.4567 -0.8184 -3.3887 0.325
H -2.4508 -0.1908 -2.5750 0.292
H -1.4871 -1.7092 -2.2320 0.323
H -0.7597 1.8360 -0.4308 0.222
N -1.6541 -0.8546 -2.8941 -0.506
O -0.3035 1.6552 1.8915 -0.415

***

Entry 5:
24
Properties=species:S:1:pos:R:3:mulliken_charge:R:1 method="wB97M-V/def2-TZVPD" e_tot_ha=-1312.94780 mol_weight_g_mol=217.3 charge=0 spin_multiplicity=1
C -2.5917 0.6891 -0.7707 -0.723
C -3.7874 0.0588 -0.9016 -0.430
C -1.8777 0.2375 0.3954 0.067
C -2.4793 -0.7246 1.1201 -0.281
C -0.4676 1.0001 0.6991 -0.960
C 0.6842 0.1650 0.0070 1.044
C 0.3416 -0.4465 -1.0735 -1.180
C 2.0271 0.4859 0.6410 -0.876
N 3.1127 -0.4961 0.6815 -0.657
O -1.0419 -3.3027 -0.3439 -0.381
O 1.3014 -3.3597 -0.6230 -0.457
S -3.9839 -1.1820 0.3448 -0.153
S 0.1916 -2.9181 0.1844 0.792
H -2.1532 1.4358 -1.2836 0.542
H -4.4274 0.1817 -1.8329 0.350
H -0.5894 1.9787 0.2738 0.362
H -0.3331 1.0961 1.7569 0.500
H -2.1432 -1.2094 2.0307 0.441
H 1.0441 -0.8461 -1.8615 0.332
H -0.6781 -0.3056 -1.2571 0.392
H 2.3767 1.3159 -0.0387 0.268
H 1.8126 0.8523 1.6221 0.463
H 2.9662 -1.3539 1.2401 0.247
H 3.1799 -0.9118 -0.1904 0.298

***

Entry 6:
25
Properties=species:S:1:pos:R:3:mulliken_charge:R:1 method="wB97M-V/def2-TZVPD" e_tot_ha=-1711.16148 smiles="COC(=O)C1=CC[C@](SC)(C(N)=S)S1" mol_weight_g_mol=249.4 charge=0 spin_multiplicity=1
C 1.4090 -0.0850 -0.7419 -0.219
C 0.9385 1.0405 -0.2056 0.451
C 1.2896 2.4357 -0.4357 0.181
C -1.9938 -1.4842 -0.3659 0.191
C 0.6109 -1.2724 -0.5127 -1.036
C -0.5556 -1.0298 0.3550 0.364
C 2.7830 3.7603 -1.5189 -0.641
C -1.7097 -2.7417 2.2987 -0.833
N -3.0099 -0.9813 0.3339 -0.311
O 0.6580 3.4326 -0.2054 -0.574
O 2.5176 2.4841 -0.9731 -0.311
S -2.1429 -2.5711 -1.5361 -0.315
S -0.7338 0.8933 0.4290 -0.169
S -0.4187 -1.5442 2.0483 0.011
H 2.4179 -0.0741 -1.0669 0.435
H 0.3686 -1.9185 -1.3619 0.366
H 1.3917 -2.0665 0.0098 0.242
H 2.0820 3.7487 -2.4250 0.304
H 3.8734 3.8686 -1.8791 0.217
H 2.7441 4.5874 -0.8001 0.263
H -1.4642 -3.1735 3.3550 0.332
H -1.5706 -3.5354 1.6129 0.297
H -2.6672 -2.3518 2.2874 0.329
H -2.8892 -0.5981 1.3110 0.245
H -3.9286 -0.8237 -0.0127 0.184

***

Entry 7:
22
Properties=species:S:1:pos:R:3:mulliken_charge:R:1 method="wB97M-V/def2-TZVPD" e_tot_ha=-839.58628 smiles=c1csc([C@H]2COCCN2)c1 mol_weight_g_mol=169.2 charge=0 spin_multiplicity=1
O 1.3068 -1.6866 0.4524 -0.405
S -0.9998 -0.7508 -1.4179 -0.078
C -2.6384 -0.2754 -1.8988 -0.544
C -3.1773 0.5514 -0.9505 -0.298
C -2.2856 0.8503 0.1492 -0.668
C -1.0783 0.2196 0.0299 0.325
N 1.1562 1.1027 0.4072 -0.392
C 2.4680 -0.9409 0.0689 -0.514
C 0.5924 -1.0406 1.4914 -0.752
C 2.0745 0.4314 -0.5430 -0.552
C 0.0720 0.3278 1.0069 0.041
H -3.1390 -0.6052 -2.8127 0.383
H -4.1922 0.9320 -1.0940 0.341
H -2.5512 1.4917 0.9813 0.381
H 0.8073 1.9544 0.0363 0.308
H 3.0760 -1.4211 -0.6948 0.332
H 3.0789 -0.8043 0.9387 0.354
H -0.2438 -1.6877 1.8176 0.339
H 1.2794 -0.9016 2.3455 0.362
H 1.6441 0.2879 -1.5376 0.288
H 2.9870 1.0428 -0.6580 0.390
H -0.2372 0.9223 1.8820 0.360

***

Entry 8:
22
Properties=species:S:1:pos:R:3:mulliken_charge:R:1 method="wB97M-V/def2-TZVPD" e_tot_ha=-860.05185 mol_weight_g_mol=171.2 charge=-1 spin_multiplicity=1
C -0.8438 -0.2096 -1.7535 0.407
C -1.4184 -0.6074 -2.8889 0.333
C -0.2034 -0.8301 -0.5449 -0.209
C -0.4005 -0.2080 0.9563 1.458
C -0.5146 1.2582 -2.0216 -1.523
C -0.4772 1.2952 1.1641 -1.677
C 2.0047 -0.8184 1.3848 -1.236
C 0.5627 -1.0089 1.7977 -0.923
O -1.8738 -0.6155 -3.9680 -0.515
O 0.4480 -1.8758 -0.6720 -0.661
S -2.0749 -0.7767 0.8187 -0.543
H -0.2578 1.3061 -3.1041 0.387
H 0.2977 1.5102 -1.4746 0.503
H -1.3365 2.0277 -1.8699 0.220
H -1.0157 1.3375 2.0878 0.463
H -0.9944 1.8433 0.3924 0.348
H 0.3989 1.8925 1.4268 0.255
H 2.1607 -0.2774 0.4928 0.340
H 2.3644 -1.8632 1.1438 0.250
H 2.5075 -0.4604 2.2467 0.389
H 0.3090 -0.8832 2.8013 0.632
H 0.3574 -2.0360 1.5844 0.304

***

Entry 9:
20
Properties=species:S:1:pos:R:3:mulliken_charge:R:1 method="wB97M-V/def2-TZVPD" e_tot_ha=-311.79809 smiles="C=C1CCCC12CC2" mol_weight_g_mol=108.2 charge=0 spin_multiplicity=1
C -1.7869 -1.4390 0.3076 -0.901
C -0.9745 -0.5462 -0.2828 0.240
C -0.5131 -0.2452 -1.8186 -0.549
C 0.8223 0.3463 -1.7263 -0.808
C 0.8501 1.1564 -0.3355 -0.555
C 0.1405 0.2759 0.4055 0.991
C 0.0026 0.6167 2.0005 -0.954
C 0.8844 -0.5359 1.5178 -0.987
H -2.1631 -1.5091 1.4710 0.187
H -2.3565 -2.3430 -0.2748 0.204
H -0.7101 -1.0624 -2.4252 0.427
H -1.1013 0.8438 -1.9912 0.170
H 1.1915 0.9737 -2.5042 0.399
H 1.6388 -0.5180 -1.8464 0.294
H 1.9805 1.3087 -0.2255 0.304
H 0.0227 2.0060 -0.6352 0.187
H -0.9795 0.5271 2.2608 0.388
H 0.3382 1.5824 2.2410 0.326
H 1.8743 0.0310 2.0241 0.168
H 0.8394 -1.4688 1.8374 0.469

***

Entry 10:
20
Properties=species:S:1:pos:R:3:mulliken_charge:R:1 method="wB97M-V/def2-TZVPD" e_tot_ha=-311.87313 smiles="CC=C=C1[C@@H](C)[C@@H]1C" mol_weight_g_mol=108.2 charge=0 spin_multiplicity=1
C 0.1720 -0.0976 -1.1993 0.278
C -0.3669 -0.0736 -0.0638 0.645
C 0.7166 -0.2143 -2.3299 -0.867
C -1.2069 0.5519 0.9813 -0.562
C -0.2116 -0.5675 1.2558 -0.032
C 1.9594 0.4423 -2.6859 -1.190
C -2.7314 0.0412 1.1265 -1.075
C 1.0336 -0.2856 1.9437 -1.334
H 0.2196 -0.7998 -3.0352 0.446
H -0.9947 1.5267 1.2182 0.521
H -0.6830 -1.5023 1.5397 0.382
H 2.1936 0.0506 -3.5872 0.394
H 2.8298 0.2805 -2.0772 0.335
H 1.9033 1.5151 -2.7486 0.290
H -3.2409 0.5248 0.2786 0.327
H -3.0488 0.2041 2.1633 0.335
H -2.4749 -0.9949 0.9398 0.204
H 1.6100 0.2863 1.2080 0.282
H 1.5847 -1.2044 2.2060 0.362
H 0.7366 0.3166 2.8660 0.259

***

Entry 11:
20
Properties=species:S:1:pos:R:3:mulliken_spin:R:1 method="wB97M-V/def2-TZVPD" e_tot_ha=-311.80646 mol_weight_g_mol=108.2 charge=0 spin_multiplicity=3
C -0.3917 0.2519 1.2083 0.118
C 1.7692 -0.9130 0.2077 0.626
C 0.5965 -0.2121 0.2225 0.175
C -1.2218 0.6557 0.0400 0.527
C -0.3007 0.1817 -0.8792 0.365
C 2.4490 -1.2854 1.4465 -0.036
C -2.6238 1.2630 -0.0379 -0.022
C -0.2329 0.0565 -2.3726 0.007
H -0.7935 -0.3680 1.8808 -0.003
H 0.0038 1.0840 1.7885 -0.008
H 2.2892 -0.9878 -0.6789 0.047
H 2.4923 -2.4283 1.5394 0.065
H 1.8632 -0.9127 2.2938 -0.004
H 3.4629 -0.9372 1.5162 0.040
H -2.9100 1.3339 -1.0816 -0.004
H -2.6683 2.1431 0.6195 0.035
H -3.3177 0.5667 0.4335 0.047
H 0.8368 0.4958 -2.5382 0.006
H -0.7592 0.8784 -2.7300 0.005
H -0.5433 -0.8663 -2.8782 0.014

***

Entry 12:
23
Properties=species:S:1:pos:R:3:mulliken_charge:R:1 method="wB97M-V/def2-TZVPD" e_tot_ha=-1069.33062 mol_weight_g_mol=184.6 charge=-1 spin_multiplicity=1
C -0.8521 0.9527 -1.9117 -0.725
C 0.5407 0.7956 -2.2110 -0.263
C 1.2983 1.5725 -1.2643 -0.435
C 0.3577 2.2504 -0.4044 -0.556
C -0.9743 1.8510 -0.7963 -0.409
Al 0.1338 0.0242 0.0952 0.195
N -1.5362 -0.8449 0.5258 -0.420
C -0.0857 -2.3789 -0.0833 -0.362
C 0.9395 -1.7962 -0.8811 -0.721
H 2.3854 1.7498 -1.2940 0.406
H 0.9659 0.2419 -3.0569 0.536
H 0.6124 3.0647 0.2926 0.484
H -1.9043 2.3643 -0.4827 0.367
H -1.6791 0.6143 -2.5590 0.357
H 0.8985 -1.9635 -1.9783 0.270
H -0.9253 -2.9083 -0.5659 0.223
H -2.4799 -1.0712 0.9107 0.055
H 1.9975 -1.8148 -0.5326 0.275
H 0.1536 -2.7481 0.9344 0.183
Cl -0.4529 1.4651 2.6976 -0.244
C 0.6488 0.3653 1.9403 -0.766
H 1.6241 0.8567 1.9997 0.358
H 0.5461 -0.5600 2.5310 0.194